Molecular formula: C41H34BF6N3O
Method: DFT, wB97M-V/def2-TZVPD

Summary:
LUMO level   -2.81 eV
HOMO   -7.628 eV
F_max   0.055 hartree/bohr

Element x y z (Å)
F -3.51992 3.45416 -3.62037
C -2.29709 3.00940 -4.05199
C -1.79048 3.63649 -5.18919
C -0.48624 3.33747 -5.60306
C 0.30425 2.47351 -4.84017
C -0.26470 1.84479 -3.74285
F 0.53288 1.02738 -2.97970
C -1.61298 1.97899 -3.38735
B -2.27690 0.87011 -2.45780
C -3.88823 1.03113 -2.45526
C -4.65377 1.77802 -1.55510
F -4.03833 2.82471 -0.88715
C -6.03124 1.65567 -1.43029
C -6.71905 0.88952 -2.37792
C -6.02116 0.32260 -3.43896
C -4.64263 0.44224 -3.47153
F -4.02997 0.12845 -4.65953
C -1.90549 -0.67885 -2.87771
C -2.08389 -1.72269 -1.96530
F -2.66402 -1.42379 -0.74934
C -1.77593 -3.05977 -2.21081
C -1.34541 -3.42941 -3.48158
C -1.21845 -2.45158 -4.46902
C -1.49644 -1.12233 -4.14505
F -1.39330 -0.24038 -5.18712
H -1.85096 1.03270 -1.28364
H -2.43849 4.30677 -5.75669
H -0.09844 3.76300 -6.52823
H 1.33405 2.25079 -5.10781
H -6.55047 2.17211 -0.62644
H -7.80125 0.76850 -2.30156
H -6.50663 -0.19804 -4.26622
H -1.88924 -3.80291 -1.42966
H -1.10389 -4.46574 -3.71187
H -0.89911 -2.69422 -5.48489
C 4.50958 -0.41767 5.24348
N 3.91887 -0.37924 3.92912
C 4.65812 -0.69118 2.82115
O 5.84940 -0.97343 2.79474
C 3.71351 -0.62696 1.61855
C 3.54254 -1.99552 0.94564
C 4.79598 -2.39624 0.20766
C 5.38248 -3.64388 0.44447
C 6.63466 -3.92639 -0.10386
C 7.27484 -2.98205 -0.91527
C 6.64172 -1.77135 -1.22098
C 5.38652 -1.48754 -0.67882
N 2.47981 -0.12154 2.20022
C 1.41745 0.12148 1.41481
C 0.18463 0.47560 1.92297
C -1.00203 0.73964 1.25342
C -2.18847 1.01114 2.02610
C -3.42845 1.18461 1.37297
C -4.58486 1.55332 2.04333
C -4.55998 1.68594 3.43904
C -5.72340 2.05369 4.20460
N -6.61916 2.34658 4.90253
C -3.36609 1.45199 4.13571
C -2.20313 1.12200 3.45552
C 2.51647 -0.04668 3.68134
C 1.60738 -1.09746 4.34280
C 2.22532 1.35814 4.23994
H 5.57233 -0.66787 5.15076
H 4.40937 0.55987 5.72997
H 4.01710 -1.17422 5.86923
H 4.09922 0.11709 0.90124
H 3.29517 -2.74122 1.72256
H 2.68953 -1.94676 0.24792
H 4.86724 -4.36194 1.08984
H 7.11815 -4.87650 0.12343
H 8.26947 -3.19093 -1.31267
H 7.12858 -1.03652 -1.86453
H 4.87871 -0.54531 -0.91095
H 1.56951 0.02887 0.33661
H 0.16143 0.53054 3.00788
H -1.03507 0.72809 0.17045
H -3.43481 1.05002 0.29675
H -5.50695 1.72942 1.49441
H -3.37764 1.53215 5.22343
H -1.30117 0.96572 4.05816
H 1.95236 -2.10800 4.08242
H 1.62960 -0.96581 5.43318
H 0.57174 -1.00075 4.00646
H 3.01290 2.05267 3.91787
H 1.26547 1.75155 3.89915
H 2.20696 1.31406 5.33642

From a Mulliken analysis of the wavefunction, the atomic charges in e read: number 1, F, carries -0.313; number 2, C, carries -0.080; number 3, C, carries -0.636; number 4, C, carries -0.603; number 5, C, carries -0.703; number 6, C, carries -0.283; number 7, F, carries -0.273; number 8, C, carries 0.861; number 9, B, carries 1.872; number 10, C, carries 0.515; number 11, C, carries 0.376; number 12, F, carries -0.391; number 13, C, carries -0.801; number 14, C, carries -0.529; number 15, C, carries -0.814; number 16, C, carries 0.028; number 17, F, carries -0.337; number 18, C, carries 1.043; number 19, C, carries -0.149; number 20, F, carries -0.328; number 21, C, carries -1.012; number 22, C, carries -0.377; number 23, C, carries -0.870; number 24, C, carries 0.259; number 25, F, carries -0.388; number 26, H, carries -0.862; number 27, H, carries 0.414; number 28, H, carries 0.358; number 29, H, carries 0.432; number 30, H, carries 0.473; number 31, H, carries 0.398; number 32, H, carries 0.430; number 33, H, carries 0.469; number 34, H, carries 0.382; number 35, H, carries 0.436; number 36, C, carries -0.980; number 37, N, carries 0.301; number 38, C, carries 0.185; number 39, O, carries -0.697; number 40, C, carries -0.288; number 41, C, carries -0.444; number 42, C, carries 0.614; number 43, C, carries -0.460; number 44, C, carries -0.543; number 45, C, carries -0.458; number 46, C, carries -0.698; number 47, C, carries -0.197; number 48, N, carries 0.578; number 49, C, carries 0.254; number 50, C, carries -0.055; number 51, C, carries 0.230; number 52, C, carries 0.468; number 53, C, carries 0.356; number 54, C, carries -0.819; number 55, C, carries 0.742; number 56, C, carries -0.181; number 57, N, carries -0.507; number 58, C, carries -1.101; number 59, C, carries -0.404; number 60, C, carries 0.212; number 61, C, carries -1.508; number 62, C, carries -1.571; number 63, H, carries 0.386; number 64, H, carries 0.296; number 65, H, carries 0.309; number 66, H, carries 0.354; number 67, H, carries 0.229; number 68, H, carries 0.516; number 69, H, carries 0.333; number 70, H, carries 0.370; number 71, H, carries 0.365; number 72, H, carries 0.371; number 73, H, carries 0.364; number 74, H, carries 0.963; number 75, H, carries -1.530; number 76, H, carries 0.745; number 77, H, carries 0.245; number 78, H, carries 0.478; number 79, H, carries 0.433; number 80, H, carries 0.275; number 81, H, carries 0.331; number 82, H, carries 0.472; number 83, H, carries 0.433; number 84, H, carries 0.363; number 85, H, carries 0.412; number 86, H, carries 0.462